[1]
{"formula": "C6H12O", "method": "ωB97M-V/def2-TZVPD", "smiles": "CC[C@H]1CCCO1", "relative_energy_kj_mol": 77.51, "charge": 0, "elements": ["C", "C", "C", "C", "C", "C", "O", "H", "H", "H", "H", "H", "H", "H", "H", "H", "H", "H", "H"], "coordinates": [[2.660, -0.250, 0.309], [1.483, 0.210, -0.537], [0.175, 0.377, 0.227], [-1.189, 1.012, -0.408], [-2.275, 0.091, 0.076], [-1.484, -1.183, 0.268], [-0.214, -0.866, 0.775], [2.890, 0.464, 1.103], [2.419, -1.203, 0.777], [3.578, -0.374, -0.274], [1.737, 1.165, -0.995], [1.306, -0.500, -1.345], [0.382, 1.050, 1.059], [-1.268, 2.054, -0.090], [-1.194, 1.020, -1.497], [-3.093, -0.011, -0.647], [-2.662, 0.402, 1.037], [-1.939, -1.921, 0.937], [-1.312, -1.537, -0.775]], "nbo_charge": [-0.604, -0.417, 0.109, -0.422, -0.438, -0.057, -0.537, 0.200, 0.217, 0.210, 0.200, 0.198, 0.161, 0.215, 0.203, 0.218, 0.201, 0.196, 0.148]}

=====

[2]
{"formula": "C5H10OSi", "method": "ωB97M-V/def2-TZVPD", "smiles": "C=CC(C=C)O[SiH3]", "relative_energy_kj_mol": 187.98, "charge": 0, "elements": ["C", "C", "C", "C", "C", "O", "Si", "H", "H", "H", "H", "H", "H", "H", "H", "H", "H"], "coordinates": [[1.823, -0.926, 0.331], [0.978, -0.192, -0.371], [-0.387, 0.459, 0.004], [-0.429, 1.568, 1.058], [0.723, 2.271, 1.193], [-1.530, -0.554, 0.152], [-1.723, -1.580, -1.120], [2.715, -1.314, -0.146], [1.623, -1.192, 1.382], [1.306, 0.055, -1.328], [-0.669, 1.068, -0.796], [-1.360, 1.530, 1.640], [0.931, 3.020, 2.017], [1.471, 1.920, 0.427], [-0.764, -2.762, -1.247], [-1.682, -1.215, -2.408], [-3.026, -2.157, -0.789]], "nbo_charge": [-0.329, -0.245, 0.021, -0.195, -0.415, -0.878, 1.234, 0.206, 0.203, 0.197, 0.188, 0.231, 0.224, 0.209, -0.216, -0.232, -0.202]}

=====

[3]
{"formula": "C21H30N4O5S", "method": "ωB97M-V/def2-TZVPD", "smiles": "CCCN1CCN(C(=O)C2CCN(S(=O)(=O)c3ccc4c(c3)oc(=O)n4C)CC2)CC1", "relative_energy_kj_mol": 134.50, "charge": 0, "elements": ["C", "C", "C", "N", "C", "C", "N", "C", "O", "C", "C", "C", "N", "S", "O", "O", "C", "C", "C", "C", "C", "C", "O", "C", "O", "N", "C", "C", "C", "C", "C", "H", "H", "H", "H", "H", "H", "H", "H", "H", "H", "H", "H", "H", "H", "H", "H", "H", "H", "H", "H", "H", "H", "H", "H", "H", "H", "H", "H", "H", "H"], "coordinates": [[4.166, -1.560, 6.095], [2.654, -1.573, 6.297], [1.998, -0.183, 6.168], [1.516, 0.214, 4.862], [2.518, 0.375, 3.833], [1.901, 1.157, 2.666], [0.762, 0.433, 2.155], [0.600, -0.143, 0.948], [-0.408, -0.783, 0.682], [1.659, 0.116, -0.128], [1.613, -1.028, -1.148], [2.322, -0.671, -2.455], [1.873, 0.583, -3.005], [0.618, 0.565, -4.096], [0.918, -0.465, -5.046], [0.449, 1.913, -4.549], [-0.839, 0.070, -3.169], [-1.118, -1.280, -3.046], [-2.070, -1.735, -2.145], [-2.699, -0.781, -1.366], [-2.448, 0.590, -1.544], [-1.521, 1.045, -2.454], [-3.194, 1.299, -0.651], [-3.887, 0.405, 0.113], [-4.617, 0.700, 1.015], [-3.608, -0.865, -0.343], [-4.094, -2.061, 0.286], [2.000, 1.695, -2.100], [1.277, 1.461, -0.771], [-0.234, 0.218, 3.189], [0.391, -0.546, 4.356], [4.434, -1.245, 5.091], [4.573, -2.556, 6.259], [4.635, -0.881, 6.804], [2.193, -2.258, 5.583], [2.444, -1.958, 7.296], [2.710, 0.581, 6.495], [1.133, -0.135, 6.835], [2.887, -0.592, 3.447], [3.359, 0.937, 4.243], [1.550, 2.125, 3.041], [2.647, 1.331, 1.895], [2.666, 0.172, 0.291], [0.568, -1.266, -1.341], [2.083, -1.914, -0.716], [3.403, -0.593, -2.287], [2.143, -1.431, -3.215], [-0.562, -1.969, -3.663], [-2.278, -2.785, -2.028], [-1.313, 2.089, -2.615], [-4.761, -1.758, 1.092], [-3.259, -2.632, 0.692], [-4.641, -2.672, -0.434], [3.069, 1.859, -1.921], [1.594, 2.568, -2.613], [0.201, 1.461, -0.941], [1.509, 2.280, -0.087], [-0.593, 1.191, 3.539], [-1.061, -0.343, 2.754], [0.684, -1.550, 4.001], [-0.346, -0.660, 5.153]], "nbo_charge": [-0.605, -0.427, -0.201, -0.450, -0.230, -0.207, -0.434, 0.711, -0.673, -0.317, -0.418, -0.230, -0.678, 2.339, -0.940, -0.942, -0.349, -0.187, -0.260, 0.224, 0.251, -0.242, -0.437, 0.876, -0.597, -0.434, -0.415, -0.230, -0.408, -0.233, -0.228, 0.199, 0.211, 0.202, 0.199, 0.206, 0.192, 0.198, 0.163, 0.208, 0.202, 0.209, 0.206, 0.241, 0.214, 0.195, 0.237, 0.245, 0.228, 0.258, 0.247, 0.213, 0.205, 0.195, 0.242, 0.220, 0.214, 0.199, 0.247, 0.167, 0.210]}

=====

[4]
{"formula": "C44H66ClCoFN3O5PSbSi3", "method": "ωB97M-V/def2-TZVPD", "spin_multiplicity": 2, "total_energy_ev": -153741.0311, "charge": -1, "elements": ["Co", "C", "C", "C", "C", "C", "C", "C", "F", "C", "C", "C", "O", "C", "C", "N", "C", "C", "O", "O", "H", "H", "H", "H", "H", "H", "H", "H", "H", "H", "H", "C", "Sb", "C", "C", "C", "C", "C", "C", "N", "Si", "C", "C", "C", "C", "C", "C", "C", "C", "C", "N", "Si", "C", "C", "C", "Si", "C", "C", "C", "H", "H", "H", "H", "H", "H", "H", "H", "H", "H", "H", "H", "H", "H", "H", "H", "H", "H", "H", "H", "H", "H", "H", "H", "H", "H", "H", "H", "H", "H", "H", "H", "H", "H", "H", "H", "H", "H", "Cl", "C", "C", "O", "O", "H", "H", "C", "C", "P", "C", "C", "C", "C", "H", "H", "H", "H", "H", "H", "H", "H", "H", "H", "H", "H", "H", "H", "H"], "coordinates": [[-0.814, -1.059, -0.332], [4.184, -1.162, 5.120], [3.148, -0.057, 5.303], [2.611, -0.082, 6.726], [1.442, 0.874, 6.892], [0.347, 0.470, 5.949], [-0.985, 0.610, 6.259], [-1.962, 0.265, 5.328], [-3.251, 0.441, 5.682], [-1.652, -0.216, 4.089], [-0.297, -0.381, 3.768], [0.052, -0.827, 2.417], [-0.849, -1.226, 1.660], [1.432, -0.747, 2.066], [2.338, -0.474, 3.040], [2.038, -0.207, 4.330], [0.702, -0.055, 4.691], [1.963, -1.044, 0.677], [3.181, -1.189, 0.566], [1.116, -1.121, -0.266], [4.896, -1.124, 5.946], [4.745, -1.070, 4.193], [3.695, -2.138, 5.129], [3.618, 0.915, 5.120], [3.430, 0.166, 7.401], [2.283, -1.099, 6.962], [1.772, 1.893, 6.660], [1.075, 0.880, 7.919], [-1.283, 1.010, 7.220], [-2.410, -0.431, 3.342], [3.383, -0.488, 2.765], [0.670, 1.409, -4.598], [1.015, 0.789, -2.539], [-0.819, -0.373, -2.267], [-2.041, 0.377, -2.695], [-2.825, 1.148, -1.818], [-4.000, 1.716, -2.248], [-4.387, 1.565, -3.577], [-3.551, 0.831, -4.395], [-2.427, 0.247, -3.978], [-0.643, -1.877, -3.406], [-2.222, -2.876, -3.192], [0.887, -2.876, -2.904], [-0.386, -1.770, -5.281], [1.123, 2.950, -1.716], [0.536, 3.034, -0.330], [0.873, 4.093, 0.535], [0.277, 4.203, 1.772], [-0.693, 3.279, 2.133], [-0.984, 2.274, 1.230], [-0.364, 2.125, 0.054], [3.023, 3.131, -1.609], [3.668, 2.120, -0.174], [3.651, 4.899, -1.339], [3.917, 2.599, -3.177], [0.344, 4.315, -2.768], [1.360, 4.693, -4.310], [-1.436, 4.016, -3.253], [0.221, 5.971, -1.860], [0.275, 0.545, -5.124], [1.622, 1.691, -5.051], [-0.041, 2.223, -4.717], [-2.512, 1.263, -0.794], [-4.618, 2.274, -1.553], [-5.303, 1.996, -3.958], [-3.796, 0.684, -5.444], [-2.347, -3.186, -2.156], [-2.234, -3.755, -3.840], [-3.079, -2.251, -3.455], [1.057, -2.876, -1.830], [1.776, -2.437, -3.368], [0.816, -3.911, -3.255], [-1.073, -1.081, -5.772], [-0.563, -2.775, -5.679], [0.640, -1.497, -5.539], [1.596, 4.829, 0.217], [0.544, 5.019, 2.435], [-1.225, 3.337, 3.074], [-1.779, 1.566, 1.433], [3.068, 2.273, 0.727], [4.698, 2.410, 0.054], [3.653, 1.051, -0.397], [3.549, 5.231, -0.304], [3.170, 5.636, -1.983], [4.719, 4.907, -1.577], [3.595, 1.626, -3.548], [4.983, 2.522, -2.940], [3.807, 3.334, -3.977], [1.709, 3.799, -4.822], [2.231, 5.310, -4.073], [0.737, 5.255, -5.011], [-1.637, 3.041, -3.692], [-1.738, 4.785, -3.971], [-2.079, 4.109, -2.375], [1.175, 6.380, -1.525], [-0.441, 5.902, -0.995], [-0.222, 6.689, -2.558], [-6.332, -0.142, 0.376], [-5.015, -1.303, 0.032], [-3.621, -0.789, 0.412], [-3.482, 0.027, 1.320], [-2.726, -1.334, -0.313], [-5.043, -1.543, -1.026], [-5.230, -2.195, 0.618], [-3.276, -4.530, 1.145], [-1.871, -4.305, 1.702], [-0.599, -4.073, 0.383], [0.934, -4.106, 1.423], [1.321, -5.412, 2.114], [-0.488, -5.793, -0.319], [-1.430, -6.129, -1.472], [-4.026, -4.452, 1.936], [-3.377, -5.517, 0.693], [-3.508, -3.782, 0.384], [-1.588, -5.118, 2.378], [-1.856, -3.373, 2.272], [0.789, -3.329, 2.176], [1.754, -3.758, 0.790], [0.502, -5.819, 2.711], [2.166, -5.246, 2.787], [1.622, -6.176, 1.397], [-0.620, -6.510, 0.498], [0.543, -5.899, -0.670], [-2.474, -5.933, -1.231], [-1.340, -7.184, -1.741], [-1.189, -5.537, -2.349]], "lowdin_spin": [1.015, 0.000, 0.000, 0.000, 0.000, 0.000, 0.000, 0.000, 0.000, 0.000, 0.000, 0.001, 0.002, 0.001, 0.000, 0.000, 0.000, 0.000, -0.001, -0.006, 0.000, 0.000, 0.000, 0.000, 0.000, 0.000, 0.000, 0.000, 0.000, 0.000, 0.000, -0.001, 0.001, -0.031, -0.002, 0.001, 0.000, -0.001, 0.000, -0.002, -0.004, 0.000, 0.000, -0.002, 0.000, 0.001, 0.000, 0.000, 0.000, 0.001, 0.009, 0.000, 0.000, 0.000, 0.000, 0.000, 0.000, 0.000, 0.000, 0.000, 0.000, 0.000, 0.001, 0.000, 0.000, 0.000, 0.000, 0.000, 0.000, 0.000, 0.000, 0.000, 0.000, 0.000, 0.000, 0.000, 0.000, 0.000, 0.000, 0.000, 0.000, 0.000, 0.000, 0.000, 0.000, 0.000, 0.000, 0.000, 0.000, 0.000, 0.000, 0.000, 0.000, 0.000, 0.000, 0.000, 0.000, 0.000, -0.001, 0.000, 0.001, -0.008, 0.000, 0.000, 0.000, 0.001, 0.016, 0.001, 0.000, 0.005, 0.000, 0.000, 0.000, 0.000, 0.000, 0.000, 0.000, 0.000, 0.000, 0.000, 0.000, 0.001, 0.000, 0.000, 0.000, 0.000]}

=====

Question: charge of number 1 (C6H12O)?
Answer: 0

=====

Question: Among the records above, which one has the lowest charge?
Answer: C44H66ClCoFN3O5PSbSi3

=====

Question: Which value of charge does entry 4 give?
Answer: -1